Computed, not measured: an isolated ion of composition C5H10N3O and charge +1 in a non-equilibrium geometry, with ωB97M-V/def2-TZVPD.

Each line ends with the Löwdin charge.
Cartesian coordinates (Å):
C -0.813 -0.938 0.824  -0.46
C 2.142 0.987 -0.036  -0.04
C 0.859 0.284 -0.156  -0.42
C -1.419 -2.078 1.606  0.03
C -0.546 1.293 -1.941  -0.02
N -1.609 -0.085 0.372  0.31
N 0.486 -0.711 0.823  0.17
N -0.341 1.017 -0.564  0.03
O 1.943 0.034 -1.033  0.05
H 2.395 1.970 -0.531  0.16
H 2.873 0.705 0.691  0.12
H -0.728 -2.416 2.323  0.07
H -1.922 -2.993 1.214  0.12
H -2.182 -1.587 2.185  0.09
H -0.278 2.302 -2.134  0.09
H 0.089 0.648 -2.618  0.13
H -1.677 1.186 -2.201  0.15
H 1.324 -1.373 1.109  0.25
H -0.596 1.756 0.067  0.17

Forces on the atoms, in the same order (eV/Å):
C -0.35 -2.24 1.14
C 1.18 2.11 -0.74
C 1.66 1.40 1.00
C -1.29 0.07 0.38
C -1.99 -1.22 -2.60
N -0.40 2.18 -3.14
N 4.68 -0.96 -0.95
N -0.98 -3.11 2.74
O -2.11 -1.72 -0.70
H -0.87 -0.65 1.07
H 0.15 -0.18 0.74
H 1.18 -0.40 0.85
H 0.71 1.10 -0.86
H -0.53 0.02 0.36
H 0.25 1.04 -0.18
H -0.89 0.48 1.02
H 2.06 0.04 0.45
H -2.87 1.41 -0.73
H 0.40 0.63 0.14

Calculated values
gap between HOMO and LUMO: 9.5 eV
E_LUMO: -4.949 eV
net charge: +1
relative energy (zero: lowest compared OMol25 entry of this formula, charge and spin): 105.8 kcal per mole

=====

Computed, not measured: an isolated ion of composition C5H10N3O and charge +1 in a non-equilibrium geometry, with ωB97M-V/def2-TZVPD.

Each line ends with the Löwdin charge.
Cartesian coordinates (Å):
C -0.571 0.551 -1.444  -0.04
C 0.446 0.170 -0.403  -0.32
C 0.279 1.293 0.658  -0.17
O -0.980 1.403 1.133  0.06
C -1.289 0.472 2.012  -0.02
N -0.358 -0.271 2.552  0.13
N 0.497 -1.100 2.370  0.16
C 0.738 -1.768 1.128  -0.20
N 0.097 -1.219 0.012  0.02
H -1.567 0.582 -0.909  0.11
H -0.521 -0.235 -2.234  0.11
H -0.285 1.615 -1.622  0.11
H 1.421 0.219 -0.834  0.15
H 0.971 1.183 1.457  0.13
H 0.603 2.163 0.098  0.15
H -2.232 0.561 2.573  0.19
H 1.850 -1.863 1.142  0.16
H 0.432 -2.832 1.131  0.17
H -0.148 -1.873 -0.667  0.11

Forces on the atoms, in the same order (eV/Å):
C -0.47 0.27 0.56
C -1.88 -1.18 0.23
C 3.59 -1.00 -2.10
O -2.71 -0.23 2.14
C 0.09 0.82 -0.23
N -0.34 -0.80 -0.35
N 0.34 0.34 1.93
C 0.16 -1.70 -1.59
N 0.84 2.81 2.08
H 0.86 -0.28 -1.15
H -0.39 1.33 0.00
H -0.63 -0.98 -1.29
H 1.02 0.13 0.04
H 0.72 0.06 0.86
H -0.52 0.49 0.30
H 0.19 -0.20 -0.79
H -0.38 0.54 -0.15
H 0.07 0.33 0.89
H -0.58 -0.74 -1.39

Calculated values
gap between HOMO and LUMO: 8.4 eV
E_LUMO: -5.887 eV
net charge: +1
relative energy (zero: lowest compared OMol25 entry of this formula, charge and spin): 106.1 kcal per mole

=====

Computed, not measured: an isolated ion of composition C5H10N3O2 and charge +1 in a non-equilibrium geometry, with ωB97M-V/def2-TZVPD.

Each line ends with the Löwdin charge.
Cartesian coordinates (Å):
C 0.984 0.235 1.966  0.15
C 0.975 0.215 0.611  -0.29
C 2.153 0.268 -0.273  -0.17
N 1.707 0.979 -1.505  0.02
N -0.158 0.126 -0.209  0.15
C -1.427 -0.250 -0.255  -0.15
C -1.760 -0.061 -1.743  -0.07
O -1.028 0.523 -2.514  0.12
O -2.431 -0.857 0.334  0.01
N -2.375 -1.301 1.655  0.10
H 0.128 0.132 2.621  0.07
H 1.936 0.173 2.470  0.08
H 2.497 -0.688 -0.505  0.11
H 2.956 0.782 0.305  0.14
H 1.739 1.936 -1.260  0.09
H 2.310 0.788 -2.327  0.13
H 0.099 0.376 -1.278  0.14
H -2.571 -0.601 -2.114  0.13
H -2.815 -0.657 2.392  0.16
H -2.922 -2.118 1.629  0.09

Forces on the atoms, in the same order (eV/Å):
C 0.00 -0.63 -1.39
C -1.01 -0.47 2.67
C 0.80 2.31 -0.02
N 1.59 -1.57 -0.25
N -2.87 -0.99 0.41
C 2.11 0.37 -1.73
C 0.80 0.53 -1.24
O -0.89 -0.52 1.27
O 0.13 1.60 -0.33
N 1.29 1.11 2.71
H -0.19 0.10 -0.38
H 0.18 0.39 -0.05
H 0.50 -1.69 -0.52
H -0.34 -0.28 -0.66
H 0.00 1.39 -0.38
H -0.49 0.34 0.95
H 0.58 0.60 1.58
H -1.95 -0.79 -0.44
H 0.55 -0.52 -2.14
H -0.80 -1.27 -0.05

Calculated values
gap between HOMO and LUMO: 8.3 eV
E_LUMO: -5.244 eV
net charge: +1
relative energy (zero: lowest compared OMol25 entry of this formula, charge and spin): 110.5 kcal per mole

=====

Computed, not measured: C5H10N3O4S as an isolated structure in a non-equilibrium geometry, with ωB97M-V/def2-TZVPD.

Each line ends with the Löwdin charge.
Cartesian coordinates (Å):
C 2.727 0.476 1.036  -0.16
C 1.229 0.418 0.608  -0.28
C -1.200 -2.096 0.006  -0.12
C -0.652 1.878 -0.092  -0.18
C -1.464 0.791 -0.903  -0.20
N 3.482 -0.456 0.592  -0.09
N 1.266 -0.943 -0.397  -0.18
N 0.841 1.591 -0.125  -0.05
O 1.303 -0.548 -1.606  -0.23
O -1.825 -0.066 1.574  -0.37
O -3.424 -0.690 -0.213  -0.36
O 2.870 -1.506 0.064  -0.19
S -2.060 -0.483 0.212  0.64
H 3.169 1.378 1.485  0.08
H 0.637 0.118 1.556  0.15
H -1.720 -2.851 0.498  0.03
H -1.256 -2.147 -1.029  0.03
H -0.120 -2.231 0.256  0.07
H -0.776 2.983 -0.460  0.13
H -1.002 1.726 0.946  0.08
H -0.920 0.142 -1.585  0.08
H -2.314 1.044 -1.361  0.03
H 1.211 1.470 -1.060  0.09

Forces on the atoms, in the same order (eV/Å):
C -0.95 0.34 -1.34
C 1.68 -1.88 0.92
C 1.25 1.73 0.34
C 1.41 -0.06 -1.39
C 3.54 -1.26 2.22
N 0.73 -0.03 1.27
N -0.35 1.27 0.13
N -1.67 0.26 1.72
O 0.10 -0.17 0.67
O -0.26 0.15 0.59
O -0.47 -0.47 -0.17
O -0.42 1.08 -0.37
S 0.28 -0.99 1.37
H -0.17 -0.52 -0.29
H 0.37 0.75 -1.94
H -1.68 -0.96 0.73
H -0.10 -0.89 -2.13
H -0.88 1.16 -0.01
H -0.18 -2.22 0.56
H 0.36 0.73 -0.47
H 0.84 0.65 -0.41
H -3.29 1.51 -1.61
H -0.16 -0.19 -0.40

Calculated values
gap between HOMO and LUMO: 6.6 eV
E_LUMO: 3.294 eV
net charge: -1
relative energy (zero: lowest compared OMol25 entry of this formula, charge and spin): 127.0 kcal per mole

=====

Computed, not measured: an isolated molecule of C5H10N4 in a non-equilibrium geometry, with ωB97M-V/def2-TZVPD.

Each line ends with the Löwdin charge.
Cartesian coordinates (Å):
C -1.631 1.932 0.742  -0.11
N -1.020 2.316 -0.294  -0.03
N 0.162 1.573 -0.754  -0.03
C 0.707 0.331 -0.304  -0.43
C -0.049 -0.838 0.046  -0.10
C -1.252 -0.989 -0.597  -0.26
N -2.201 -1.827 -0.089  0.01
N 1.985 0.545 -0.191  -0.03
C 2.949 -0.547 0.199  -0.16
H -2.508 2.627 1.066  0.09
H -1.463 0.973 1.250  0.05
H 0.940 2.207 -1.109  0.14
H 0.496 -1.581 0.696  0.12
H -1.535 -0.541 -1.628  0.16
H -3.067 -1.726 -0.885  0.19
H -2.196 -2.208 0.924  0.15
H 3.991 -0.047 -0.008  0.09
H 3.010 -0.801 1.351  0.09
H 2.681 -1.398 -0.415  0.05

Forces on the atoms, in the same order (eV/Å):
C -1.89 0.59 0.34
N 2.78 -0.78 -0.52
N -1.98 0.96 -0.86
C 2.95 2.37 0.67
C -0.02 0.14 -1.08
C 0.72 -0.82 0.69
N -3.19 0.30 -2.81
N 0.41 -1.52 1.19
C 0.61 2.24 0.81
H 1.58 -1.46 -0.53
H 0.07 0.53 0.10
H -1.78 -1.12 0.90
H -1.33 0.87 -0.47
H 0.70 -0.19 2.22
H 2.52 -1.40 4.21
H -0.39 1.02 -2.86
H -1.85 -1.55 0.06
H -0.64 0.43 -2.15
H 0.74 -0.59 0.10

Calculated values
gap between HOMO and LUMO: 8.2 eV
E_LUMO: 0.403 eV
net charge: 0
relative energy (zero: lowest compared OMol25 entry of this formula, charge and spin): 115.3 kcal per mole

=====

Computed, not measured: an isolated molecule of C5H10N4 in a non-equilibrium geometry, with ωB97M-V/def2-TZVPD.

Each line ends with the Löwdin charge.
Cartesian coordinates (Å):
N 2.250 -1.739 -0.216  0.02
C 1.423 -0.445 -0.384  -0.35
C 1.126 0.445 0.826  -0.02
C 0.177 -0.135 -0.170  -0.55
C -0.867 -0.814 0.682  -0.20
N -2.205 -0.261 0.448  0.02
C -2.298 1.000 0.085  -0.16
N -1.281 1.664 -0.698  -0.09
N -0.379 0.761 -1.286  0.03
H 1.798 -2.258 0.628  0.09
H 1.873 -2.342 -1.093  0.12
H 2.008 0.144 -1.170  0.16
H 0.850 0.313 1.890  0.11
H 1.349 1.459 0.465  0.09
H -1.019 -2.069 0.477  0.16
H -0.510 -0.965 1.833  0.14
H -3.188 1.500 0.175  0.07
H -1.801 2.400 -1.372  0.18
H 0.695 1.342 -1.120  0.17

Forces on the atoms, in the same order (eV/Å):
N -4.06 -1.40 -1.15
C 10.69 -3.55 0.09
C 0.54 2.53 -1.10
C -8.95 1.88 1.15
C -1.12 -5.57 -0.13
N 0.39 2.81 1.75
C 3.94 -3.64 -1.85
N -3.96 2.09 0.62
N 5.10 1.55 1.71
H 1.02 1.03 -1.83
H 1.30 1.38 2.54
H -1.09 -0.85 1.03
H 0.98 -0.21 -1.06
H 0.33 0.02 1.22
H 0.56 3.29 -0.06
H -1.42 1.03 -2.61
H -2.10 1.22 0.14
H 2.04 -2.57 1.66
H -4.19 -1.05 -2.09

Calculated values
gap between HOMO and LUMO: 9.2 eV
E_LUMO: 0.732 eV
net charge: 0
relative energy (zero: lowest compared OMol25 entry of this formula, charge and spin): 170.4 kcal per mole

=====

Among the records above, which one has the lowest net charge? C5H10N3O4S